Entry 1:
Density functional theory data (ωB97M-V/def2-TZVPD) for 2 unconnected molecules or ions with the total composition C9H14O.

```
24
Properties=species:S:1:pos:R:3:forces:R:3
C -0.973656 -0.471616 -2.345932 0.9 -0.8 -0.2
C -0.928771 0.649728 -1.333152 -0.4 -0.9 -2.2
C 0.242555 1.076467 -0.768249 -0.8 1.4 2.4
C 0.131208 2.146239 0.172192 1.3 -0.5 -1.3
C -1.021592 2.861568 0.337278 -0.2 -0.8 0.3
C -2.194961 2.377406 -0.273574 0.3 1.1 0.5
C -2.153239 1.302570 -1.129941 0.4 0.7 1.0
H -1.194542 -0.177414 -3.371609 -0.6 0.4 0.2
H -1.674309 -1.243652 -2.026966 -0.1 0.0 -0.2
H -0.005381 -0.966663 -2.517441 -0.1 0.1 0.6
H 1.208709 0.595133 -0.747258 -0.1 -0.4 -0.8
H 1.065675 2.415155 0.653363 -0.2 0.3 0.2
H -0.995354 3.690998 1.030747 -0.4 0.1 -0.1
H -3.103439 2.917960 -0.033768 -0.2 -0.2 -0.3
H -3.077034 1.009546 -1.602137 0.1 -0.4 -0.2
C 2.044759 -2.866101 1.508271 0.2 -0.9 0.6
C 1.677562 -1.446072 1.910253 -1.0 -0.2 -1.5
O 0.405637 -1.055963 1.375007 -0.9 0.2 0.8
H 2.887840 -2.881842 0.824479 0.0 0.0 -0.3
H 1.202940 -3.388992 1.060209 -0.1 0.1 -0.1
H 2.354872 -3.502482 2.346744 -0.1 0.3 0.1
H 1.410557 -1.302029 2.953759 1.0 -0.1 0.2
H 2.512772 -0.853120 1.519648 -0.3 0.7 0.6
H 0.177194 -0.886825 0.458073 1.1 -0.2 -0.2
```
Forces are in eV/Å.

HOMO-LUMO gap	10.1	eV
total energy	-426.5281	Eh
total charge	0
2S+1	1
energy above the lowest of the compared OMol25 structures with the same formula, charge and spin	1.216	eV

How positive or negative is each atom? The Löwdin charges in e answer that: atom 1 (C): -0.06, atom 2 (C): -0.30, atom 3 (C): -0.07, atom 4 (C): -0.08, atom 5 (C): -0.09, atom 6 (C): -0.08, atom 7 (C): -0.05, atom 8 (H): 0.08, atom 9 (H): 0.08, atom 10 (H): 0.08, atom 11 (H): 0.11, atom 12 (H): 0.10, atom 13 (H): 0.10, atom 14 (H): 0.10, atom 15 (H): 0.11, atom 16 (C): -0.09, atom 17 (C): -0.29, atom 18 (O): -0.11, atom 19 (H): 0.06, atom 20 (H): 0.07, atom 21 (H): 0.07, atom 22 (H): 0.11, atom 23 (H): 0.10, atom 24 (H): 0.04

***

Entry 2:
Density functional theory data (ωB97M-V/def2-TZVPD) for a molecular structure, C14H12BCuF5N5OS2.

```
41
Properties=species:S:1:pos:R:3:forces:R:3
Cu -1.492626 -1.007121 -0.767090 0.4 -0.3 0.5
C 2.711538 -0.775601 -4.014507 -0.1 0.1 0.2
N 2.479842 -0.056325 -2.765085 0.1 -0.1 -0.1
C 3.393610 0.759852 -2.126904 0.0 -0.1 -0.2
C 2.815654 1.146351 -0.975032 -0.3 0.0 0.1
N 1.555034 0.568847 -0.886663 0.3 0.1 0.3
B 0.797213 0.514641 0.517456 -0.1 0.0 -0.1
N -0.125116 1.745834 0.761970 0.1 0.1 0.0
C 0.353132 2.971735 1.213923 0.1 -0.4 -0.2
C -0.691325 3.776837 1.459127 -0.3 0.0 0.0
N -1.829794 3.043239 1.161441 -0.1 0.2 0.0
C -3.202500 3.515570 1.269394 0.1 -0.1 0.0
C -1.473195 1.803145 0.747056 0.2 0.2 0.0
S -2.662762 0.624113 0.377546 -0.1 -0.1 0.3
C 1.372575 -0.156107 -1.993829 0.0 0.0 -0.2
S 0.008773 -1.049953 -2.574456 0.7 -0.9 -0.1
H 3.653080 -0.435802 -4.435255 0.0 0.0 0.0
H 1.905207 -0.580241 -4.716112 0.0 0.1 0.0
H 2.759017 -1.846694 -3.830100 0.0 0.0 0.0
H 4.361455 0.976312 -2.548047 -0.1 0.0 0.0
H 3.191799 1.779438 -0.190230 0.0 -0.1 0.0
H 0.136749 -0.485056 0.550975 0.1 0.1 0.0
H 1.673207 0.524560 1.350878 -0.1 0.0 -0.1
H 1.407779 3.146271 1.343758 -0.1 0.0 0.0
H -0.739276 4.793049 1.812589 0.0 -0.1 0.0
H -3.187690 4.590807 1.420473 0.0 0.0 0.0
H -3.710434 3.032418 2.101883 0.0 0.0 0.0
H -3.743764 3.276502 0.357670 0.0 0.0 -0.1
F 0.844710 -3.190250 -0.499582 0.0 0.1 0.1
C -0.020742 -3.207661 0.547121 0.3 -0.1 -0.2
C -1.243872 -2.583949 0.454069 -0.2 0.2 -0.2
C -2.024602 -2.710347 1.579548 -0.4 0.0 0.0
F -3.275507 -2.189938 1.595820 0.1 0.0 0.0
C -1.619405 -3.336334 2.741949 -0.2 0.0 0.2
F -2.420120 -3.403933 3.814387 0.0 0.0 0.0
C -0.353654 -3.876825 2.804284 0.0 -0.1 0.1
F 0.090644 -4.434011 3.932871 0.0 -0.1 0.0
C 0.449081 -3.831398 1.685261 0.2 0.0 0.0
F 1.682166 -4.355491 1.735689 0.0 0.0 0.0
O -2.359065 0.449098 -2.873933 -0.4 -0.1 -0.3
N -1.466813 0.474417 -2.140314 -0.2 1.3 0.0
```
Forces are in eV/Å.

HOMO-LUMO gap (alpha / beta)	8.1 / 7.1	eV
total energy	-3850.6975	Eh
total charge	0
2S+1	1
energy above the lowest of the compared OMol25 structures with the same formula, charge and spin	0.425	eV

How positive or negative is each atom? The Löwdin charges in e answer that: atom 1 (Cu): 0.14, atom 2 (C): -0.03, atom 3 (N): -0.12, atom 4 (C): -0.03, atom 5 (C): -0.05, atom 6 (N): 0.04, atom 7 (B): -0.40, atom 8 (N): 0.02, atom 9 (C): -0.05, atom 10 (C): -0.04, atom 11 (N): -0.13, atom 12 (C): -0.04, atom 13 (C): -0.63, atom 14 (S): 0.80, atom 15 (C): -0.57, atom 16 (S): 0.91, atom 17 (H): 0.09, atom 18 (H): 0.08, atom 19 (H): 0.10, atom 20 (H): 0.13, atom 21 (H): 0.12, atom 22 (H): 0.05, atom 23 (H): 0.09, atom 24 (H): 0.12, atom 25 (H): 0.12, atom 26 (H): 0.09, atom 27 (H): 0.09, atom 28 (H): 0.08, atom 29 (F): 0.03, atom 30 (C): -0.26, atom 31 (C): -0.08, atom 32 (C): -0.26, atom 33 (F): 0.03, atom 34 (C): -0.15, atom 35 (F): 0.11, atom 36 (C): -0.15, atom 37 (F): 0.12, atom 38 (C): -0.15, atom 39 (F): 0.11, atom 40 (O): -0.03, atom 41 (N): -0.27